(1)
# C36H62F6O19PPb

C36H62F6O19PPb as an isolated structure (ωB97M-V/def2-TZVPD, OMol25).

Last column: Löwdin charge in e.
CARTESIAN COORDINATES (ANGSTROEM)
Pb  -2.135  0.314  -2.581  1.837
P  0.066  0.186  -0.202  0.189
F  0.687  -1.045  0.555  -0.087
F  -1.407  -0.481  0.025  -0.175
F  -0.174  1.082  1.104  -0.107
F  -0.734  1.416  -1.041  -0.286
F  1.478  0.867  -0.414  -0.097
F  0.125  -0.532  -1.687  -0.209
C  -6.325  -1.607  -1.068  -0.147
C  -5.384  -2.408  -0.180  -0.148
C  -4.227  -1.413  -0.021  -0.182
O  -4.230  -0.608  -1.219  -0.331
C  -5.342  -1.019  -2.051  -0.193
H  -6.712  -0.791  -0.453  0.126
H  -7.157  -2.173  -1.482  0.123
H  -5.070  -3.380  -0.561  0.113
H  -5.816  -2.621  0.802  0.119
H  -3.290  -1.948  0.090  0.093
H  -4.378  -0.753  0.834  0.125
H  -4.947  -1.747  -2.772  0.123
H  -5.745  -0.177  -2.617  0.126
C  1.230  3.272  -4.375  -0.113
C  0.363  3.011  -5.639  -0.122
C  -0.407  1.743  -5.319  -0.192
O  -0.365  1.568  -3.887  -0.353
C  0.889  2.145  -3.431  -0.161
H  1.105  4.273  -3.977  0.108
H  2.266  3.225  -4.711  0.121
H  0.930  2.870  -6.554  0.117
H  -0.293  3.870  -5.767  0.116
H  -0.030  0.849  -5.825  0.127
H  -1.464  1.790  -5.603  0.118
H  1.624  1.338  -3.438  0.117
H  0.799  2.483  -2.405  0.092
C  3.984  -0.028  4.085  -0.149
C  3.242  -0.011  2.738  -0.165
C  4.354  0.292  1.728  -0.204
O  5.453  0.792  2.486  -0.129
C  5.463  0.025  3.666  -0.213
H  3.676  -0.885  4.680  0.106
H  3.798  0.914  4.597  0.111
H  2.476  0.760  2.690  0.084
H  2.818  -0.950  2.375  0.102
H  4.135  1.011  0.935  0.104
H  4.711  -0.597  1.185  0.119
H  6.013  0.567  4.436  0.123
H  5.942  -0.952  3.545  0.123
C  0.219  -5.464  2.914  -0.161
C  -0.518  -4.410  2.090  -0.154
C  0.504  -4.220  0.957  -0.202
O  1.138  -5.483  0.774  -0.152
C  0.706  -6.389  1.809  -0.178
H  -0.323  -5.940  3.728  0.118
H  1.075  -4.942  3.355  0.120
H  -0.680  -3.469  2.621  0.105
H  -1.507  -4.744  1.764  0.113
H  1.247  -3.480  1.259  0.114
H  0.010  -3.881  0.047  0.092
H  1.573  -6.967  2.115  0.124
H  -0.121  -6.997  1.432  0.117
C  -0.129  4.826  0.963  -0.003
C  1.239  5.281  0.488  -0.275
C  2.061  4.197  -0.293  -0.095
O  2.295  4.772  -1.557  0.050
C  1.830  6.054  -1.595  -0.557
O  2.042  6.804  -2.482  0.183
O  1.082  6.291  -0.503  0.089
H  -0.304  3.780  0.714  0.064
H  -0.896  5.492  0.578  0.092
H  -0.191  4.883  2.052  0.081
H  1.891  5.586  1.307  0.150
H  1.467  3.281  -0.372  0.086
H  2.966  3.846  0.206  0.132
C  -1.971  -6.845  -2.088  -0.011
C  -1.234  -5.648  -1.566  -0.302
C  -0.069  -5.115  -2.437  -0.049
O  -0.279  -3.702  -2.423  0.085
C  -1.483  -3.421  -1.929  -0.559
O  -1.982  -2.326  -1.929  0.009
O  -2.095  -4.500  -1.435  0.105
H  -2.426  -6.645  -3.059  0.095
H  -2.757  -7.098  -1.376  0.093
H  -1.303  -7.700  -2.178  0.099
H  -0.814  -5.874  -0.583  0.122
H  -0.037  -5.551  -3.433  0.139
H  0.860  -5.332  -1.910  0.133
C  4.403  0.030  -2.430  -0.019
C  5.588  0.654  -3.132  -0.316
C  6.139  -0.129  -4.324  -0.079
O  6.318  0.876  -5.331  0.063
C  5.826  2.064  -4.901  -0.562
O  5.921  3.088  -5.492  0.176
O  5.170  1.890  -3.730  0.070
H  4.091  0.637  -1.584  0.068
H  4.619  -0.999  -2.145  0.093
H  3.589  0.018  -3.161  0.080
H  6.375  0.893  -2.413  0.157
H  5.488  -0.924  -4.678  0.132
H  7.144  -0.485  -4.103  0.135
C  0.686  0.002  5.934  -0.021
C  0.168  0.636  4.676  -0.305
C  -1.009  -0.063  3.994  -0.050
O  -1.796  1.084  3.584  0.034
C  -1.364  2.205  4.199  -0.567
O  -1.742  3.293  3.899  0.148
O  -0.391  1.915  5.083  0.095
H  1.617  0.465  6.259  0.087
H  1.108  -0.978  5.635  0.092
H  -0.052  -0.210  6.698  0.094
H  0.987  0.823  3.988  0.121
H  -1.628  -0.591  4.715  0.140
H  -0.631  -0.556  3.105  0.117
C  -5.538  2.633  3.255  -0.008
C  -5.306  3.157  1.859  -0.292
C  -4.179  4.213  1.769  -0.038
O  -3.462  3.788  0.587  0.084
C  -3.824  2.559  0.236  -0.548
O  -3.354  1.935  -0.677  0.033
O  -4.845  2.116  0.976  0.095
H  -4.654  2.109  3.607  0.085
H  -6.396  1.959  3.280  0.088
H  -5.821  3.482  3.880  0.100
H  -6.209  3.582  1.419  0.154
H  -3.464  4.171  2.584  0.112
H  -4.652  5.170  1.576  0.138

Results
**Total energy**: -3971.96493 Ha
**HOMO**: -11.60 eV
**Largest force on an atom**: 2.4 eV/A
**Charge**: +1



(2)
# C36H62GeN9SSi2Y

C36H62GeN9SSi2Y as an isolated structure (ωB97M-V/def2-TZVPD, OMol25).

Last column: Löwdin charge in e.
CARTESIAN COORDINATES (ANGSTROEM)
Y  -0.234  0.016  0.094  1.223
C  -3.553  -6.327  0.488  -0.073
C  -2.908  -4.987  1.022  -0.184
N  -3.013  -3.851  0.026  0.023
C  -2.216  -2.820  0.150  -0.800
S  -2.210  -1.505  -1.010  0.546
N  -1.368  -2.900  1.186  -0.039
N  -0.374  -2.046  1.273  -0.098
C  0.521  -2.153  2.259  -0.289
C  0.185  -3.045  3.377  -0.017
C  1.748  -1.460  2.127  -0.222
C  2.945  -1.733  2.845  0.025
C  4.085  -1.016  2.606  -0.012
C  4.101  -0.096  1.538  -0.030
C  2.921  0.151  0.891  -0.150
N  1.783  -0.452  1.230  -0.039
H  -2.972  -7.158  0.863  0.060
H  -3.523  -6.417  -0.639  0.085
H  -4.643  -6.426  0.798  0.092
H  -1.827  -5.022  1.240  0.100
H  -3.380  -4.738  1.975  0.109
H  -3.803  -3.713  -0.583  0.133
H  -0.794  -3.509  3.300  0.070
H  0.385  -2.451  4.299  0.111
H  0.899  -3.921  3.381  0.115
H  2.921  -2.557  3.557  0.126
H  5.024  -1.151  3.188  0.144
H  5.003  0.443  1.317  0.117
H  2.863  0.920  0.092  0.109
C  -1.205  4.035  0.208  -0.151
Si  -1.315  3.084  -1.519  0.388
C  -3.041  2.345  -1.786  -0.165
C  -1.198  4.456  -2.877  -0.189
C  0.026  1.791  -1.657  -0.528
Si  1.334  2.872  -2.379  0.789
C  1.900  2.582  -4.205  -0.157
C  -3.204  -3.362  -7.298  -0.051
C  2.207  4.414  -1.560  -0.149
H  -2.185  4.048  0.722  0.022
H  -0.871  5.021  0.060  0.000
H  -0.432  3.501  0.820  0.011
H  -3.748  3.152  -1.505  0.053
H  -3.360  1.507  -1.188  -0.016
H  -3.226  2.124  -2.836  0.045
H  -2.195  4.927  -2.914  0.053
H  -1.022  3.954  -3.863  0.048
H  -0.433  5.205  -2.656  0.022
H  -0.198  1.003  -2.413  -0.011
H  1.096  2.041  -4.835  0.082
H  2.821  1.996  -4.120  0.004
H  2.157  3.486  -4.735  0.031
H  -2.448  -2.666  -7.680  0.021
H  -3.222  -3.422  -6.212  0.005
H  -4.218  -3.062  -7.593  0.022
H  3.061  4.292  -0.897  0.036
H  1.428  5.053  -1.104  0.031
H  2.595  4.960  -2.426  0.038
C  -3.514  0.511  1.804  -0.007
C  -2.387  1.129  2.474  -0.304
N  -1.090  1.145  2.016  -0.029
C  -0.404  1.892  2.981  -0.150
C  -1.180  2.189  4.015  -0.021
N  -2.475  1.685  3.730  -0.010
C  -3.569  1.679  4.656  -0.040
N  -3.962  3.073  5.177  -0.025
N  -4.616  2.843  6.449  0.054
N  -5.479  3.762  6.639  0.095
C  -5.642  4.524  5.447  -0.208
C  -6.521  5.521  5.152  0.009
C  -6.301  6.131  3.924  -0.072
C  -5.306  5.733  3.058  -0.074
C  -4.406  4.706  3.357  -0.011
C  -4.642  4.083  4.563  -0.228
H  -4.515  0.933  2.140  0.121
H  -3.587  -0.568  2.024  0.105
H  -3.289  0.523  0.761  0.007
H  0.684  1.960  2.819  0.120
H  -1.026  2.768  4.944  0.150
H  -3.144  1.197  5.561  0.150
H  -4.403  1.217  4.090  0.135
H  -7.272  5.814  5.893  0.136
H  -6.809  7.020  3.690  0.098
H  -5.222  6.240  2.087  0.116
H  -3.576  4.381  2.723  0.093
C  6.927  0.151  -3.695  -0.127
C  5.529  0.426  -4.214  -0.276
C  4.531  -0.740  -3.914  -0.310
C  3.914  -0.786  -2.553  -0.424
Ge  2.193  -1.920  -2.364  1.065
C  3.183  -3.657  -2.247  -0.419
C  3.692  -3.987  -0.825  -0.307
C  4.264  -5.415  -0.711  -0.286
C  5.096  -5.753  0.519  -0.117
H  7.745  0.831  -3.936  0.069
H  7.369  -0.836  -4.042  0.095
H  6.898  0.096  -2.577  0.078
H  5.511  0.623  -5.309  0.112
H  5.220  1.443  -3.830  0.101
H  5.101  -1.613  -4.149  0.094
H  3.704  -0.695  -4.642  0.098
H  3.633  0.229  -2.304  0.006
H  4.519  -1.262  -1.755  0.055
H  -3.101  -4.358  -7.666  0.003
H  3.912  -3.457  -3.011  0.039
H  2.599  -4.488  -2.594  0.047
H  2.815  -3.890  -0.167  0.090
H  4.520  -3.288  -0.626  0.100
H  4.919  -5.404  -1.615  0.117
H  3.427  -6.132  -0.947  0.127
H  6.054  -5.237  0.692  0.073
H  5.342  -6.850  0.431  0.091
H  4.473  -5.535  1.431  0.076

Results
**Total energy**: -4993.64496 Ha
**HOMO**: -12.67 eV
**Largest force on an atom**: 4.0 eV/A
**Charge**: +2